1.
Molecular formula: C12H33N3O3
Method: DFT, ωB97M-V/def2-TZVPD

Computed properties:
HOMO-LUMO gap ... 9.757 eV
SMILES ... COC[C@H](C)N.COC[C@H](C)N.COC[C@H](C)N
HOMO energy ... -8.93 eV
Maximum force ... 0.909 eV/A
Relative energy (zero: lowest compared OMol25 entry of this formula, charge and spin) ... 0.0 kJ/mol

Structure (XYZ):
```
51
Properties=species:S:1:pos:R:3:forces:R:3
O -6.52614 5.87343 -10.94862 -0.2 0.0 0.0
O -10.21134 10.96634 -4.95578 -0.1 -0.3 0.0
O -8.39584 2.80477 -9.65051 0.1 0.1 0.0
N -8.03063 8.44000 -6.41963 -0.2 -0.2 0.3
N -9.25424 6.07960 -8.18334 0.2 -0.1 0.1
N -6.39216 9.03382 -9.14442 0.4 -0.2 -0.2
C -9.21508 3.91735 -9.37581 -0.4 0.0 0.1
C -11.31654 11.68474 -5.43993 0.1 0.1 -0.3
C -8.71930 2.17186 -10.86741 0.5 0.2 0.1
C -6.82008 8.73133 -11.54001 0.2 0.3 -0.1
C -8.50272 4.82672 -8.38552 0.0 0.1 -0.6
C -9.62088 10.17373 -5.96229 0.0 0.7 -0.3
C -5.74298 4.71017 -10.96501 0.5 -0.2 0.2
C -8.23197 4.12737 -7.06582 0.1 -0.1 -0.1
C -7.39118 10.20248 -4.83076 0.0 0.8 0.0
C -6.85710 8.09451 -10.16733 -0.4 0.5 0.2
C -8.51517 9.35457 -5.36748 0.1 -0.9 0.1
C -5.99168 6.86829 -10.11382 0.8 -0.1 0.2
H -6.89367 10.74936 -5.63895 0.0 -0.3 -0.1
H -9.20893 10.83537 -6.74571 0.0 -0.1 0.0
H -7.38772 7.77943 -5.98822 0.2 0.2 -0.1
H -7.27080 9.72498 -11.49603 -0.2 -0.1 -0.1
H -5.79018 8.89720 -11.86660 0.0 -0.1 0.0
H -6.28546 3.93519 -11.49935 0.0 0.0 -0.1
H -11.78028 12.18970 -4.59767 -0.1 0.0 0.0
H -4.96445 7.14490 -10.41432 -0.2 -0.1 -0.2
H -5.53604 4.34223 -9.94740 -0.2 0.1 -0.1
H -9.10657 4.25549 -6.42954 0.1 -0.1 0.2
H -8.61012 2.88274 -11.69546 -0.3 0.0 -0.1
H -7.57691 5.07700 -8.91494 0.0 0.0 0.4
H -7.34765 4.53790 -6.57867 -0.1 0.1 0.2
H -9.42835 4.47584 -10.29790 0.1 0.0 0.0
H -7.97062 1.39452 -11.01772 -0.2 -0.2 0.0
H -6.64853 9.63116 -4.27776 0.0 -0.1 0.0
H -6.14706 8.51262 -8.31041 -0.1 0.2 0.1
H -10.36460 9.52278 -6.44256 -0.1 0.0 0.1
H -10.19931 6.01432 -8.54168 0.0 0.0 0.0
H -7.33281 8.09397 -12.25767 0.0 0.1 -0.1
H -12.03930 11.01727 -5.92649 -0.1 0.0 0.1
H -8.80174 7.83277 -6.69604 0.0 0.0 -0.1
H -5.86889 6.49713 -9.07913 -0.3 -0.1 -0.1
H -8.04024 3.06553 -7.22542 0.0 0.0 0.0
H -10.18960 3.57817 -8.97616 0.1 0.0 0.0
H -7.80480 10.97845 -4.18120 0.1 -0.2 0.2
H -9.72310 1.74510 -10.83262 -0.1 0.0 -0.2
H -11.00566 12.43553 -6.18287 0.0 -0.1 0.1
H -8.78854 6.83716 -8.66494 -0.2 0.0 -0.1
H -7.13391 9.65485 -8.84980 0.0 0.0 -0.1
H -4.76800 4.88709 -11.44030 -0.1 0.0 -0.1
H -8.95684 8.77216 -4.54487 0.0 0.2 0.1
H -7.90140 7.78897 -9.99590 0.1 -0.1 0.0
```
Positions in Å, forces in eV/Å.

=====

2.
Molecular formula: C3H4F2S
Method: DFT, ωB97M-V/def2-TZVPD

Computed properties:
HOMO-LUMO gap ... 8.837 eV
HOMO energy ... -9.22 eV
Maximum force ... 2.454 eV/A
Relative energy (zero: lowest compared OMol25 entry of this formula, charge and spin) ... 368.2 kJ/mol

Structure (XYZ):
```
10
Properties=species:S:1:pos:R:3:forces:R:3
S -2.00881 -1.72398 -0.46379 1.1 0.9 -0.8
F 3.39340 -0.97470 1.00442 -0.1 0.7 0.6
F 2.54197 -0.83384 -0.89782 -1.3 0.5 0.4
C 2.53981 -0.23367 0.29936 1.4 -0.6 -0.9
C 2.01178 0.92555 0.64937 1.8 -1.0 1.3
C -1.15681 -0.79867 -1.61721 -1.6 0.9 0.9
H -0.97615 -2.54880 -0.17606 -0.3 -0.2 -0.1
H 1.25059 1.36118 0.11560 -1.3 0.9 -1.5
H -1.88715 0.10303 -1.80388 0.9 -1.5 0.1
H 2.46018 1.48288 1.47608 -0.5 -0.7 0.1
```
Positions in Å, forces in eV/Å.

=====

3.
Molecular formula: C29H54N3O18P3
Method: DFT, ωB97M-V/def2-TZVPD

Computed properties:
HOMO-LUMO gap ... 8.552 eV
SMILES ... C[C@H]1COC(=O)O1.C[C@H]1COC(=O)O1.COP(=O)(OC)OC.COP(=O)(OC)OC.COP(=O)(OC)OC.c1cc[nH]c1.c1cc[nH]c1.c1cc[nH]c1
HOMO energy ... -8.19 eV
Maximum force ... 3.872 eV/A

Structure (XYZ):
```
107
Properties=species:S:1:pos:R:3:forces:R:3
P -3.75619 -0.92414 -1.41913 0.7 1.6 -2.0
P -1.78228 3.29580 -5.42896 -1.1 0.3 1.9
P 3.52452 0.68006 -4.11533 0.6 -1.2 -0.9
O 4.40445 -0.57245 -3.65587 -0.9 0.8 1.0
O -1.05418 2.16654 -4.61132 0.0 0.3 0.2
O 4.65523 1.76344 -4.23477 -0.1 1.2 -1.0
O -2.11981 -0.79722 2.98081 -0.7 -0.3 0.6
O 0.58340 3.79432 3.37336 1.3 1.2 -0.9
O -3.18427 2.70709 -5.84958 -1.1 -0.4 0.7
O -3.30013 -1.39255 -0.00581 -0.4 0.6 0.7
O -3.22739 0.42814 -1.84372 -1.3 -1.9 1.3
O -2.17873 4.28935 -4.22956 -0.7 -0.7 -0.9
O 2.71380 1.11225 -2.82418 0.6 -0.9 0.4
O -2.31203 1.12648 1.75725 0.9 -0.5 -0.1
O 0.58694 1.85821 4.51976 0.9 0.1 -0.9
O -0.44488 -0.10638 1.68894 0.2 0.9 -1.0
O -5.31342 -1.21172 -1.54724 0.6 0.6 1.8
O -1.06424 3.87276 -6.53154 0.9 0.6 -1.3
O -1.33422 3.02245 4.28935 2.2 -0.6 0.1
O 2.73881 0.44958 -5.33203 -0.1 0.2 0.4
O -3.23704 -2.05619 -2.38403 1.4 -0.5 -0.8
N 1.31180 -1.95408 7.49514 0.0 -0.3 -2.4
N 0.38308 -4.41595 -2.62351 1.6 1.7 0.3
N 2.21446 -0.96797 4.26298 1.4 0.1 0.5
C 2.76299 -3.10853 4.47670 -0.9 0.0 -0.7
C 0.20592 0.60633 -0.58854 -3.1 0.1 -1.7
C 1.07202 -3.38949 -1.98690 -0.6 0.0 0.9
C 0.39533 -1.83848 9.49188 -0.6 -0.1 0.0
C -1.41182 1.88410 0.87731 -0.7 -1.1 0.0
C -0.28908 1.23854 5.44204 -0.1 -0.2 1.1
C -1.36765 5.29760 -3.68955 0.2 0.9 0.2
C 0.03057 -2.46809 7.38885 -0.1 0.0 -2.0
C 0.06244 2.98918 4.03549 -3.4 -1.1 0.2
C -3.39662 -2.71745 0.52132 -1.2 -0.1 1.3
C -0.56529 -2.39543 8.60047 -0.8 0.2 0.4
C 3.44550 -0.99665 4.90836 -0.3 -0.8 -0.1
C 0.45801 -4.19427 -3.94619 -1.6 -1.7 -1.5
C 0.26060 1.59742 6.81469 -0.2 -0.8 -0.5
C 3.53994 1.08682 -1.61698 -0.7 1.8 0.4
C 4.90485 -1.56395 -4.52992 0.9 0.4 -0.7
C -1.68601 -0.00482 2.21350 0.9 1.5 -1.6
C 4.44670 2.89282 -5.16276 -1.9 -0.6 0.9
C -6.12354 -0.70473 -2.61545 -0.2 -0.5 1.2
C -0.14148 1.26257 -5.22813 -0.2 0.1 0.0
C 1.54251 -1.56753 8.76196 -0.4 0.1 1.4
C 1.50084 -2.49528 -2.93146 -0.7 0.0 -0.5
C 3.78896 -2.35478 5.06357 -0.5 1.3 -0.2
C -1.62379 1.90481 5.13588 0.1 -0.5 -0.6
C -2.38613 -1.70046 -3.52384 0.0 -0.3 0.2
C -4.06266 2.04421 -4.87732 1.1 0.2 1.0
C 1.02672 -3.00296 -4.18143 1.6 0.9 -1.2
C 1.82208 -2.22625 3.98416 -0.5 -0.7 -0.2
C -0.13325 1.05405 0.74307 -0.7 -0.1 3.8
H 3.93324 -0.04434 5.08888 0.1 -0.4 0.3
H -1.64039 -2.60480 8.78929 1.2 0.0 0.0
H -0.31690 5.10394 -3.81020 0.6 -0.5 0.0
H -0.07003 -5.18596 -2.23366 -0.5 -1.1 0.9
H -6.16100 -1.56179 -3.28286 -0.5 0.5 -0.6
H 2.48615 -1.14508 9.07558 -0.1 -0.1 -0.1
H 5.59091 -2.16691 -3.92876 -0.1 0.1 -0.2
H -7.09217 -0.45872 -2.12124 0.6 -0.2 -0.8
H 0.05354 -4.95505 -4.63345 0.2 0.7 0.3
H 0.10397 -1.72090 10.52354 0.8 0.3 0.2
H 1.25322 -2.61592 -5.18344 -0.2 0.0 0.6
H -1.81913 -0.76999 -3.34075 -0.1 -0.7 0.1
H -1.49852 6.29477 -4.18362 -0.5 -0.8 0.5
H -4.88249 2.65987 -4.50741 -0.2 0.4 -0.9
H -4.45944 -3.04030 0.69642 0.9 0.6 -0.3
H 0.89164 -2.39325 3.46455 0.0 -0.1 0.0
H 5.49212 -1.06388 -5.35518 -0.8 -0.8 0.6
H -1.29944 2.85964 1.26166 0.5 0.9 1.1
H -2.87809 -2.73732 1.50259 -0.2 0.2 -0.8
H 0.99694 -0.07245 -0.60763 1.2 -1.1 -0.2
H 0.42388 1.50644 -1.13885 0.4 0.3 -0.5
H 1.98304 -1.52832 -2.82705 0.0 -0.4 0.3
H 3.93826 0.10828 -1.38892 0.2 -0.1 -0.3
H 5.42139 3.18634 -5.34958 1.7 0.9 -0.6
H -1.60219 5.30536 -2.61599 0.1 0.4 -0.4
H 0.10078 2.63990 6.99081 -0.6 0.6 0.6
H -0.68162 0.35668 -5.41865 -0.1 -0.8 0.0
H 4.27520 1.91580 -1.68372 0.0 -0.9 -0.1
H 1.07087 -3.32313 -0.90102 0.2 -0.1 -0.3
H -1.98467 2.29870 6.04412 -1.0 0.3 1.0
H 0.26105 1.62083 -6.16096 0.1 0.4 -0.3
H -5.65290 0.18243 -3.01366 -0.1 0.2 -0.4
H -1.74223 -2.57180 -3.80204 -0.6 0.8 0.5
H -0.75787 0.20939 -1.07981 1.6 0.2 0.6
H 1.93720 -1.80850 6.66830 -0.7 -0.3 1.3
H -0.06648 0.89978 7.58478 -0.2 0.4 0.2
H -4.41501 1.10104 -5.29124 0.1 0.2 -0.2
H 4.08839 -2.19268 -4.87825 0.1 0.1 -0.3
H -3.53613 1.86557 -3.92096 0.2 -0.4 -0.6
H 1.32091 1.54034 6.74820 1.0 -0.5 0.0
H -2.96077 -3.37808 -0.17905 0.6 -0.9 -0.6
H 2.87790 1.39403 -0.81069 -0.2 -0.2 0.0
H 1.73352 -0.12298 4.01342 -0.1 0.1 -0.1
H -1.87601 2.05943 -0.07203 -0.6 -0.6 -0.7
H -0.31517 0.14149 5.31699 0.1 0.5 -0.3
H 3.84234 3.70562 -4.69444 0.6 -0.7 -0.1
H -3.09076 -1.48329 -4.31044 0.0 0.0 -0.6
H 4.59629 -2.85008 5.55385 0.7 0.4 0.2
H 3.92959 2.59442 -6.08243 0.2 -0.3 0.3
H 2.70715 -4.18454 4.35821 0.1 0.2 0.2
H -2.29825 1.19970 4.65856 -0.3 0.3 -0.1
H -0.43057 -2.77006 6.41565 0.9 0.3 1.0
H 0.65982 1.12583 -4.53657 0.3 -0.3 0.3
H 0.67256 1.57739 1.27739 0.0 -0.2 -0.3
```
Positions in Å, forces in eV/Å.